(1)
Density functional theory data (the ωB97M-V functional and the def2-TZVPD basis) for the ion C4H6N3O with charge +1.

Last column: Mulliken charge in e.
Geometry (Å):
N  2.8834  0.8372  -0.5583  -0.29
C  2.0426  0.5783  0.1536  0.09
C  0.7339  0.4483  0.6850  0.31
C  -0.4126  1.3029  0.1265  -0.71
N  -1.4266  0.4178  -0.4236  -0.18
C  -1.0058  -0.8050  -0.5426  -0.06
N  0.1347  -1.1224  0.0365  0.05
O  0.7060  -2.3540  0.0779  -0.38
H  0.7406  0.5871  1.8025  0.30
H  -0.9770  1.9075  0.7188  0.37
H  -0.0452  1.9101  -0.6372  0.38
H  -2.0957  0.9400  -0.9720  0.28
H  -1.3268  -1.7218  -1.0185  0.44
H  0.0486  -2.9259  0.5514  0.40

Cartesian forces, eV/Å:
N 2.11 0.30 -1.00
C -1.55 0.27 -0.16
C -1.80 -2.13 1.73
C 1.19 -1.80 -1.12
N 0.10 0.21 -0.60
C 1.78 -2.70 0.03
N 0.16 4.49 1.54
O -1.04 -0.09 0.31
H -0.07 -1.19 -0.93
H -0.58 1.72 2.78
H 0.74 0.97 -1.51
H -0.45 -0.99 -0.29
H -1.52 0.58 -0.65
H 0.92 0.35 -0.13

Relative energy (zero: lowest compared OMol25 entry of this formula, charge and spin)   3.415 eV
Total energy   -395.12310 Eh
Lowest unoccupied orbital energy   -4.374 eV
Molecular weight   112.11 g mol⁻¹
F_max   4.75 eV/A
Net charge   +1
Multiplicity   1
HOMO-LUMO gap   10.8 eV
SMILES   N#C[C@H]1C[NH+]=CN1O



(2)
Density functional theory data (the ωB97M-V functional and the def2-TZVPD basis) for a structure of composition C18H18N4SbSe4W.

Last column: Mulliken charge in e.
Geometry (Å):
W  1.0241  0.4463  -0.4823  0.23
C  -1.2971  1.4944  1.3172  -1.19
N  -0.8812  0.2362  0.6311  0.90
C  -0.9242  -0.8639  1.6617  -1.47
C  0.3811  -1.5366  1.8572  0.88
C  0.4856  -2.5157  2.8299  -1.10
C  1.7077  -3.1139  3.0607  -0.44
C  2.7992  -2.6769  2.3272  -1.03
C  2.6250  -1.6943  1.3801  -0.10
N  1.4190  -1.1366  1.1041  0.50
C  -1.8975  -0.1064  -0.4295  -1.23
C  -1.3968  -1.3189  -1.1373  0.85
C  -2.2082  -2.2544  -1.7474  -1.01
C  -1.6083  -3.3203  -2.4028  -0.39
C  -0.2235  -3.4257  -2.4073  -0.99
C  0.5245  -2.4537  -1.7777  -0.11
N  -0.0606  -1.4159  -1.1505  0.29
C  -1.0940  2.6350  0.4035  0.50
C  -1.7802  3.8255  0.5597  -1.05
C  -1.4779  4.8885  -0.2698  -0.50
C  -0.5081  4.7061  -1.2424  -0.99
C  0.1152  3.4832  -1.3596  -0.05
N  -0.1629  2.4399  -0.5427  0.73
H  -0.6845  1.6074  2.2146  0.58
H  -2.3364  1.3917  1.6358  0.63
H  -1.7013  -1.5757  1.3847  0.46
H  -1.2322  -0.4242  2.6101  0.74
H  -0.3885  -2.7920  3.4062  0.55
H  1.8133  -3.8862  3.8116  0.48
H  3.7897  -3.0785  2.4910  0.47
H  3.4674  -1.3141  0.8371  0.46
H  -1.9982  0.7372  -1.1132  0.51
H  -2.8665  -0.2853  0.0392  0.68
H  -3.2848  -2.1490  -1.7081  0.57
H  -2.2162  -4.0648  -2.9009  0.48
H  0.2777  -4.2482  -2.8986  0.49
H  1.6028  -2.4924  -1.7621  0.35
H  -2.5359  3.9099  1.3300  0.55
H  -1.9902  5.8362  -0.1656  0.49
H  -0.2353  5.5012  -1.9230  0.47
H  0.8522  3.3426  -2.1294  0.31
Se  4.0016  3.8034  -2.3851  -0.23
Sb  3.2672  1.7732  -1.6682  0.73
Se  2.3309  1.7634  0.9496  -0.04
Se  0.9289  0.8602  -2.8047  -0.05
Se  3.5774  -0.5382  -1.4338  0.07

Cartesian forces, eV/Å:
W -1.48 -0.41 0.91
C 0.03 -0.24 0.15
N -0.24 -0.32 0.00
C -0.22 0.20 -0.04
C 0.12 -0.19 -0.01
C -0.05 0.04 -0.03
C 0.00 -0.09 0.09
C 0.12 0.06 -0.10
C -0.23 0.00 0.18
N 0.25 -0.14 0.23
C -0.09 0.14 0.07
C -0.12 -0.13 -0.14
C 0.03 0.04 0.07
C -0.07 -0.05 -0.03
C 0.12 0.00 0.02
C -0.24 -0.13 0.09
N 0.41 0.01 -0.37
C -0.02 0.26 -0.05
C -0.01 -0.11 0.05
C -0.07 0.09 0.02
C 0.13 -0.03 -0.12
C -0.24 0.01 0.24
N 0.10 0.29 -0.22
H 0.05 0.03 -0.02
H -0.01 0.06 0.00
H 0.06 -0.08 0.00
H -0.05 -0.03 0.01
H 0.00 0.01 -0.01
H 0.00 0.01 0.00
H -0.01 0.00 0.00
H 0.12 0.01 0.03
H -0.01 0.03 -0.01
H -0.01 0.05 0.03
H 0.01 -0.01 -0.02
H 0.01 0.00 0.01
H -0.02 0.00 0.00
H 0.03 -0.01 -0.03
H 0.01 0.00 -0.01
H 0.00 -0.01 0.00
H 0.00 -0.01 0.00
H 0.05 0.02 -0.08
Se 0.24 0.54 -0.19
Sb 0.80 0.94 -0.48
Se 0.40 -0.06 -0.28
Se 0.18 -0.14 -0.02
Se -0.08 -0.62 0.08

Relative energy (zero: lowest compared OMol25 entry of this formula, charge and spin)   1.703 eV
Total energy   -10827.86197 Eh
Lowest unoccupied orbital energy (spin up / spin down)   -11.803 / -11.802 eV
Molecular weight   911.81 g mol⁻¹
F_max   1.78 eV/A
Net charge   +3
Multiplicity   1
HOMO-LUMO gap (spin up / spin down)   5.9 / 5.9 eV